Density functional theory data (the ωB97M-V functional and the def2-TZVPD basis) for an isolated molecule of C3H3NO2S2.

Structure (XYZ):
```
11
Properties=species:S:1:pos:R:3:forces:R:3
S 2.28755 -1.28832 -0.03193 -0.414 -0.314 -0.309
S 1.16723 1.44257 -0.16895 -1.866 -0.536 0.502
O -0.24328 -0.70464 0.35901 -0.478 -1.693 0.104
O -3.06784 -1.25626 -0.14941 -3.043 2.332 -1.737
N -2.47605 0.02377 -0.09198 3.617 1.218 1.119
C 0.96919 -0.36185 -0.01462 2.260 1.916 0.673
C -0.65757 1.74398 0.21042 0.026 -3.950 -5.549
C -1.17836 0.22962 0.20258 -5.150 1.041 -1.551
H -4.06887 -0.91695 -0.56711 4.366 -1.762 1.920
H -1.20073 2.16278 -0.71508 1.037 -0.180 1.675
H -0.98514 2.13644 1.07315 -0.355 1.928 3.154
```
Forces are in eV/Å.

Values from the calculation:
Molar mass in g/mol: 149.20
Strongest force on any atom in eV/A: 6.8
Structure (SMILES): O/N=C1/CSC(=S)O1
Relative energy (zero: lowest compared OMol25 entry of this formula, charge and spin) in kcal/mol: 81.7
Energy in Eh: -1117.5960
E_LUMO in eV: -0.2
Frontier orbital gap in eV: 9.047

***

Density functional theory data (the ωB97M-V functional and the def2-TZVPD basis) for an isolated molecule of C3H3NO3.

Structure (XYZ):
```
10
Properties=species:S:1:pos:R:3:forces:R:3
O -0.00941 0.49472 -2.67918 -0.278 -0.050 0.735
O 2.12532 -0.64474 2.03090 -0.510 -0.041 -0.383
O 0.63837 0.20663 0.59877 0.004 0.000 0.026
N -1.24934 1.05820 -0.66340 0.064 0.192 -0.078
C -0.48848 -0.09246 -0.18658 -0.066 -0.286 0.035
C -0.45340 0.44235 -1.56772 0.152 0.101 -0.581
C 1.15864 -0.79632 1.34816 0.312 -0.049 0.302
H -1.08403 -0.93628 0.16872 0.221 0.126 -0.044
H 0.59259 -1.74079 1.25905 0.096 0.087 0.038
H -1.23025 2.00869 -0.30871 0.006 -0.079 -0.050
```
Forces are in eV/Å.

Values from the calculation:
Molar mass in g/mol: 101.06
Strongest force on any atom in eV/A: 0.8
Structure (SMILES): O=CO[C@H]1NC1=O
Relative energy (zero: lowest compared OMol25 entry of this formula, charge and spin) in kcal/mol: 58.0
Energy in Eh: -396.5320
E_LUMO in eV: 0.7
Frontier orbital gap in eV: 10.852

***

Density functional theory data (the ωB97M-V functional and the def2-TZVPD basis) for an isolated molecule of C3H3NO3.

Structure (XYZ):
```
10
Properties=species:S:1:pos:R:3:forces:R:3
O -2.38772 -0.52440 -0.00466 -2.748 3.013 1.345
O 2.38767 -0.29826 0.00012 0.641 -1.479 0.480
O 0.68952 1.08871 -0.02589 -0.787 2.322 0.518
N -0.71269 1.13170 -0.00375 -1.071 1.061 -0.371
C 1.06264 -0.14159 0.03172 2.123 0.152 -0.547
C -1.13484 -0.09621 -0.05717 2.941 -0.244 0.918
C 0.03757 -0.94383 0.00853 -2.964 -3.434 -0.814
H 2.63870 -1.23768 0.22148 -0.555 1.472 -0.389
H -3.01933 0.27494 0.37465 2.458 -2.823 -1.594
H 0.06152 -1.99781 -0.22490 -0.040 -0.040 0.454
```
Forces are in eV/Å.

Values from the calculation:
Molar mass in g/mol: 101.06
Strongest force on any atom in eV/A: 4.6
Structure (SMILES): Oc1cc(O)on1
Relative energy (zero: lowest compared OMol25 entry of this formula, charge and spin) in kcal/mol: 66.0
Energy in Eh: -396.5193
E_LUMO in eV: 0.5
Frontier orbital gap in eV: 9.927

***

Density functional theory data (the ωB97M-V functional and the def2-TZVPD basis) for an isolated molecule of C3H3NO3.

Structure (XYZ):
```
10
Properties=species:S:1:pos:R:3:forces:R:3
O -2.26160 -0.14400 0.42872 1.190 -0.158 -0.079
O 2.34664 0.44945 0.04125 -1.141 -0.004 0.369
O 0.81929 -0.59124 -2.13690 -1.335 -0.303 1.293
N 0.01278 0.00638 -0.03387 1.160 -0.662 -1.287
C -0.08500 -0.60470 -1.33147 0.286 0.685 -1.371
C 1.25310 0.52465 0.51693 -0.550 0.197 0.332
C -1.10967 0.02051 0.75943 -0.929 0.628 1.626
H -1.14102 -0.96775 -1.54700 1.171 0.164 0.401
H 0.97167 1.05545 1.48129 0.656 -0.434 -0.704
H -0.80619 0.25125 1.82162 -0.508 -0.114 -0.581
```
Forces are in eV/Å.

Values from the calculation:
Molar mass in g/mol: 101.06
Strongest force on any atom in eV/A: 2.0
Structure (SMILES): O=CN(C=O)C=O
Relative energy (zero: lowest compared OMol25 entry of this formula, charge and spin) in kcal/mol: 26.0
Energy in Eh: -396.5830
E_LUMO in eV: 0.1
Frontier orbital gap in eV: 10.823

***

Density functional theory data (the ωB97M-V functional and the def2-TZVPD basis) for an isolated molecule of C3H3NO3.

Structure (XYZ):
```
10
Properties=species:S:1:pos:R:3:forces:R:3
O 0.56912 1.70547 -0.03878 0.620 4.124 0.850
O -0.13832 -0.32444 -0.27750 1.494 -1.541 1.360
O 2.62664 -1.07930 -0.08553 -2.437 4.674 1.444
N -1.33015 0.31679 -0.18756 -5.491 -2.792 0.061
C 2.17342 0.09474 0.10200 6.290 -3.138 -2.890
C 0.82809 0.58059 0.06592 -2.718 -2.137 -1.571
C -2.28994 -0.59455 0.06207 2.114 3.972 0.031
H -3.33844 -0.17091 0.15839 1.563 -0.789 -0.241
H -1.96348 -1.57475 0.38154 -0.410 -0.378 -0.366
H 2.86306 1.04636 -0.18054 -1.025 -1.994 1.324
```
Forces are in eV/Å.

Values from the calculation:
Molar mass in g/mol: 101.06
Strongest force on any atom in eV/A: 7.6
Structure (SMILES): C=NOC(=O)C=O
Relative energy (zero: lowest compared OMol25 entry of this formula, charge and spin) in kcal/mol: 109.5
Energy in Eh: -396.4500
E_LUMO in eV: -1.2
Frontier orbital gap in eV: 9.300

***

Density functional theory data (the ωB97M-V functional and the def2-TZVPD basis) for an isolated molecule of C3H3NO3.

Structure (XYZ):
```
10
Properties=species:S:1:pos:R:3:forces:R:3
O -0.49604 -0.92870 -0.04241 2.329 -1.586 -0.516
O -2.66868 -0.99923 0.03648 -1.833 0.326 0.134
O -1.61307 1.06161 -0.03621 -1.539 -1.485 1.297
N 1.87466 -0.79277 -0.15964 -1.000 -1.264 0.302
C -0.47488 1.78164 -0.26232 1.880 -1.187 -1.382
C 0.65684 -0.31337 0.05768 -1.098 3.986 0.581
C -1.76401 -0.26421 0.01463 2.797 1.317 -0.596
H -0.29171 2.46537 0.58476 -0.373 -0.518 0.542
H 2.66450 -0.23643 0.17237 -0.745 -0.065 -0.367
H 2.11239 -1.77389 -0.36534 -0.418 0.475 0.006
```
Forces are in eV/Å.

Values from the calculation:
Molar mass in g/mol: 101.06
Strongest force on any atom in eV/A: 4.2
Relative energy (zero: lowest compared OMol25 entry of this formula, charge and spin) in kcal/mol: 137.5
Energy in Eh: -396.4053
E_LUMO in eV: 0.3
Frontier orbital gap in eV: 8.180

***

Density functional theory data (the ωB97M-V functional and the def2-TZVPD basis) for a structure of composition C3H3NO3S.

Structure (XYZ):
```
11
Properties=species:S:1:pos:R:3:forces:R:3
S -3.94483 0.12026 0.22117 0.859 -0.110 0.676
O -4.91182 1.03411 0.75122 -0.094 -0.643 0.219
O -3.26774 -0.83664 1.09980 -1.226 0.973 -0.586
O -1.96556 -1.70787 -1.68747 0.857 1.295 0.367
N -3.51978 0.27524 -1.19707 2.219 -0.819 -0.011
C -1.87248 -0.64557 -1.21023 -2.354 -0.639 0.399
C -0.40318 -0.19426 0.72596 -2.034 2.274 -1.513
C -0.96619 0.24542 -0.43974 0.409 -1.843 1.122
H -0.87074 -1.03929 1.09625 0.073 -2.436 0.404
H -0.04745 0.42460 1.54409 0.610 0.399 -0.719
H -1.09799 1.22212 -0.78967 0.681 1.548 -0.358
```
Forces are in eV/Å.

Values from the calculation:
Molar mass in g/mol: 133.13
Strongest force on any atom in eV/A: 3.4
Relative energy (zero: lowest compared OMol25 entry of this formula, charge and spin) in kcal/mol: 111.9
Energy in Eh: -794.6319
E_LUMO in eV: -0.7
Frontier orbital gap in eV: 9.727

***

Density functional theory data (the ωB97M-V functional and the def2-TZVPD basis) for an isolated molecule of C3H3NO3S.

Structure (XYZ):
```
11
Properties=species:S:1:pos:R:3:forces:R:3
S 1.02975 1.87637 -0.22119 -0.630 -0.801 0.303
O -1.82830 -0.81625 -0.07534 -1.328 3.172 2.324
O 2.77479 -0.18704 0.17761 -0.878 1.339 -0.068
O -1.71483 1.76804 0.24538 3.361 -1.333 -1.382
N -0.64252 -0.18126 -0.51747 -1.282 2.380 0.651
C 1.63413 0.17429 0.01063 1.936 -0.962 -0.063
C -0.65523 1.23197 -0.16472 -2.415 -1.233 0.873
C 0.57490 -0.86235 -0.11658 -1.999 0.014 1.301
H -2.36465 0.02078 0.59064 2.373 -2.964 -2.888
H 0.31535 -1.37329 0.84664 0.651 0.543 -0.369
H 0.87660 -1.65125 -0.77558 0.210 -0.155 -0.682
```
Forces are in eV/Å.

Values from the calculation:
Molar mass in g/mol: 133.13
Strongest force on any atom in eV/A: 4.8
Structure (SMILES): O=C1CN(O)C(=O)S1
Relative energy (zero: lowest compared OMol25 entry of this formula, charge and spin) in kcal/mol: 67.4
Energy in Eh: -794.7029
E_LUMO in eV: 0.3
Frontier orbital gap in eV: 10.186

***

Density functional theory data (the ωB97M-V functional and the def2-TZVPD basis) for a structure of composition C3H3NO4.

Structure (XYZ):
```
11
Properties=species:S:1:pos:R:3:forces:R:3
O 0.54719 0.37852 -1.16230 -2.543 0.289 0.195
O -1.54484 -0.36131 -0.29363 1.882 3.079 -1.419
O 0.73914 -0.67016 1.17953 -2.756 0.969 -0.604
O -1.32651 1.32153 -1.99233 0.389 -3.454 1.860
N -1.21191 0.70818 0.90399 -0.986 -3.339 -0.096
C -0.93033 0.42296 -1.27220 0.057 2.682 -0.328
C -0.30873 0.10462 1.60346 1.714 2.523 -1.210
C 1.05170 -0.57523 -0.41790 5.062 -4.054 1.655
H 2.25511 -0.28735 -0.12419 -3.376 -1.021 -1.583
H 0.98800 -1.83004 -0.94569 -0.200 3.964 2.092
H -0.25880 0.78829 2.52127 0.758 -1.637 -0.564
```
Forces are in eV/Å.

Values from the calculation:
Molar mass in g/mol: 117.06
Strongest force on any atom in eV/A: 6.7
Relative energy (zero: lowest compared OMol25 entry of this formula, charge and spin) in kcal/mol: 148.5
Energy in Eh: -471.6366
E_LUMO in eV: -0.4
Frontier orbital gap in eV: 10.366

***

Density functional theory data (the ωB97M-V functional and the def2-TZVPD basis) for the ion C3H3NO4P with charge -1.

Structure (XYZ):
```
12
Properties=species:S:1:pos:R:3:forces:R:3
P -2.80747 -0.39672 0.64930 2.089 -0.258 1.222
O 2.27913 1.72590 1.08951 -0.342 0.856 1.071
O 2.74113 0.61898 -0.76053 1.299 -1.198 -2.686
O -4.02463 -0.28580 -0.10379 -3.013 -0.413 -1.197
O -1.93826 0.79311 0.17887 1.296 0.428 -0.330
N -0.38060 1.26010 0.32748 -1.696 1.988 0.540
C 0.45560 0.45474 -0.02905 2.070 -1.035 0.231
C 0.45858 -0.97287 -0.31411 -5.091 -1.932 -0.291
C 2.05239 1.06255 0.10539 -1.281 0.261 1.554
H 0.24311 -1.57125 0.60290 0.239 0.678 -0.323
H 1.33112 -1.30954 -0.70316 2.746 -0.674 -1.178
H -0.41009 -1.37920 -1.04280 1.683 1.300 1.387
```
Forces are in eV/Å.

Values from the calculation:
Net charge: -1
Molar mass in g/mol: 148.03
Strongest force on any atom in eV/A: 5.5
Structure (SMILES): C/C(=N\OP=O)C(=O)[O-]
Relative energy (zero: lowest compared OMol25 entry of this formula, charge and spin) in kcal/mol: 93.2
Energy in Eh: -813.2164
E_LUMO in eV: 3.7
Frontier orbital gap in eV: 8.886